[1]
{
  "formula": "C29H29ClN5O5PtS2",
  "method": "wB97M-V/def2-TZVPD",
  "species": ["Pt", "O", "C", "O", "C", "C", "Cl", "N", "N", "C", "C", "O", "O", "C", "C", "C", "C", "C", "C", "H", "H", "H", "H", "H", "H", "N", "C", "C", "C", "C", "C", "C", "S", "N", "C", "C", "C", "C", "C", "C", "N", "H", "H", "H", "H", "H", "H", "H", "H", "H", "C", "C", "C", "S", "O", "C", "C", "C", "H", "H", "H", "H", "H", "H", "H", "H", "H", "H", "H", "H", "H", "H"],
  "positions_angstrom": [[1.171, -0.202, -0.595], [3.972, 4.564, -1.397], [4.055, 4.293, -0.114], [4.731, 4.931, 0.648], [3.295, 3.092, 0.382], [3.369, 2.578, 1.679], [4.361, 3.177, 2.908], [2.601, 1.446, 1.748], [2.120, 1.192, 0.517], [2.465, 2.186, -0.303], [1.704, 2.288, -1.611], [1.964, 3.178, -2.405], [0.738, 1.461, -1.720], [2.045, 0.785, 2.881], [1.308, -0.386, 2.717], [0.709, -0.996, 3.803], [0.825, -0.455, 5.070], [1.528, 0.726, 5.229], [2.132, 1.349, 4.151], [3.272, 4.067, -1.906], [1.137, -0.806, 1.736], [0.135, -1.897, 3.653], [0.352, -0.933, 5.913], [1.597, 1.181, 6.204], [2.629, 2.289, 4.305], [-0.119, -3.651, -2.481], [-1.211, -3.440, -3.282], [-1.734, -4.502, -4.028], [-2.866, -4.326, -4.790], [-3.511, -3.088, -4.831], [-2.985, -2.019, -4.138], [-1.834, -2.178, -3.369], [-1.138, -0.771, -2.587], [0.154, -1.395, -1.759], [0.507, -2.714, -1.708], [1.591, -3.017, -0.856], [2.275, -4.255, -0.807], [3.403, -4.390, -0.045], [3.870, -3.284, 0.686], [3.166, -2.103, 0.623], [2.047, -1.955, -0.091], [0.240, -4.595, -2.446], [-1.235, -5.459, -4.000], [-3.256, -5.150, -5.363], [-4.406, -2.964, -5.420], [-3.443, -1.044, -4.198], [1.937, -5.079, -1.415], [3.941, -5.325, -0.013], [4.765, -3.352, 1.281], [3.509, -1.238, 1.179], [-4.051, -1.014, 0.618], [-4.352, 0.480, 0.703], [-3.167, 1.218, 1.304], [-1.807, 1.152, 0.040], [-0.553, 1.234, 0.827], [-2.067, 2.786, -0.796], [-1.144, 3.872, -0.282], [-1.586, 4.485, 1.038], [-4.810, -1.532, 0.036], [-4.026, -1.445, 1.616], [-3.079, -1.175, 0.151], [-5.249, 0.637, 1.306], [-4.555, 0.874, -0.297], [-2.782, 0.706, 2.187], [-3.392, 2.252, 1.551], [-3.118, 3.039, -0.674], [-1.862, 2.584, -1.847], [-1.080, 4.644, -1.050], [-0.146, 3.449, -0.157], [-2.607, 4.856, 0.982], [-0.938, 5.326, 1.269], [-1.507, 3.759, 1.844]],
  "forces_ev_per_angstrom": [[0.4, 0.2, 0.1], [-0.1, 0.2, -0.5], [-0.1, -0.2, 0.3], [0.0, 0.0, -0.2], [0.0, -0.2, 0.1], [0.0, 0.2, -0.8], [-0.1, -0.2, 0.1], [0.5, 0.2, -0.4], [0.1, 0.8, -0.7], [0.2, 0.2, 0.8], [0.8, 0.9, 0.0], [0.0, -0.1, 0.1], [-0.5, -0.9, 0.2], [-0.4, -0.5, 0.7], [0.1, 0.0, -0.2], [0.1, 0.0, 0.1], [0.0, 0.1, 0.0], [0.0, -0.1, 0.0], [0.0, 0.1, -0.2], [0.1, 0.0, 0.4], [0.0, 0.1, 0.3], [-0.1, -0.1, -0.1], [0.0, 0.0, 0.1], [0.0, 0.1, 0.1], [0.0, 0.0, 0.1], [2.0, -0.3, 1.5], [-2.2, 0.7, -1.5], [0.5, 0.5, 0.6], [-0.6, 0.5, -0.3], [0.2, -0.7, -0.2], [0.7, 0.2, 0.5], [0.3, -1.3, -0.2], [-0.8, 0.9, -0.8], [1.5, -4.4, 0.4], [-2.8, 3.2, -1.9], [2.6, -0.5, 1.9], [-1.1, 1.0, -0.5], [0.7, 0.7, 0.8], [-0.4, -0.8, -0.6], [0.0, 0.2, 0.3], [-0.6, -1.0, -1.1], [-0.1, 0.2, 0.0], [0.0, -0.2, 0.0], [-0.1, -0.1, -0.1], [0.0, 0.0, -0.1], [-0.1, 0.1, 0.0], [-0.1, -0.1, 0.0], [0.0, -0.1, 0.0], [0.1, 0.0, 0.1], [-0.1, 0.0, -0.1], [-0.2, 0.1, 0.0], [0.0, -0.2, 0.1], [0.1, 0.1, -0.7], [-1.5, 0.7, 0.6], [0.8, 0.2, 0.6], [0.2, -0.5, 0.0], [-0.1, 0.0, 0.2], [0.2, 0.0, -0.1], [0.0, -0.1, 0.0], [0.0, -0.1, 0.1], [0.0, -0.1, -0.1], [0.0, 0.1, -0.1], [-0.1, 0.1, 0.0], [0.2, 0.0, -0.1], [0.1, 0.1, 0.0], [-0.1, 0.0, -0.1], [-0.1, 0.0, 0.0], [0.0, 0.0, 0.0], [0.0, 0.1, -0.1], [-0.1, 0.0, 0.0], [0.0, 0.1, 0.2], [0.0, 0.0, 0.1]],
  "homo_energy_ev": [-10.33, -10.33],
  "fmax_ev_per_a": 4.68,
  "de_lowest_kj_mol": 170.7,
  "homo_lumo_gap_ev": [5.75, 5.75],
  "energy_ha": -3148.14488,
  "total_charge": 1,
  "mol_weight_g_mol": 822.25
}

---

[2]
{
  "formula": "C29H29F3NOPPdS",
  "method": "wB97M-V/def2-TZVPD",
  "species": ["Pd", "F", "C", "F", "F", "C", "C", "C", "C", "N", "C", "S", "H", "H", "H", "C", "C", "C", "C", "C", "C", "C", "P", "C", "C", "C", "C", "C", "C", "C", "C", "C", "C", "C", "C", "C", "C", "H", "H", "H", "H", "H", "H", "H", "H", "H", "H", "H", "H", "H", "H", "H", "H", "H", "H", "H", "H", "C", "C", "O", "H", "H", "H", "H", "H", "H"],
  "positions_angstrom": [[-0.483, 0.655, 0.634], [-1.286, 6.610, 2.213], [-0.511, 5.592, 2.667], [-0.267, 5.862, 3.973], [0.643, 5.660, 2.027], [-1.261, 4.290, 2.544], [-2.463, 4.263, 3.232], [-3.273, 3.141, 3.213], [-2.830, 2.063, 2.480], [-1.682, 2.070, 1.811], [-0.850, 3.156, 1.815], [0.611, 2.920, 0.905], [-2.764, 5.139, 3.794], [-4.213, 3.103, 3.745], [-3.413, 1.152, 2.414], [3.349, 0.602, -1.483], [2.894, -0.588, -2.294], [3.568, -0.945, -3.457], [3.172, -2.041, -4.215], [2.083, -2.803, -3.822], [1.393, -2.462, -2.666], [1.796, -1.372, -1.900], [0.902, -0.933, -0.388], [-0.700, -1.819, -0.549], [-1.633, -1.075, -1.294], [-2.946, -1.497, -1.434], [-3.350, -2.670, -0.815], [-2.426, -3.427, -0.109], [-1.093, -3.038, 0.025], [-0.142, -3.948, 0.767], [1.877, -1.583, 0.990], [3.052, -2.314, 0.847], [3.803, -2.650, 1.966], [3.370, -2.239, 3.220], [2.193, -1.512, 3.353], [1.421, -1.179, 2.242], [0.128, -0.448, 2.383], [4.166, 1.121, -1.980], [3.698, 0.298, -0.493], [2.536, 1.314, -1.325], [4.416, -0.349, -3.777], [3.714, -2.295, -5.119], [1.767, -3.656, -4.411], [0.531, -3.043, -2.359], [-1.301, -0.189, -1.817], [-3.647, -0.912, -2.019], [-4.376, -3.011, -0.902], [-2.739, -4.363, 0.342], [-0.577, -4.943, 0.864], [0.076, -3.576, 1.772], [0.815, -4.042, 0.252], [3.390, -2.605, -0.142], [4.725, -3.209, 1.859], [3.953, -2.483, 4.100], [1.864, -1.191, 4.336], [0.090, 0.188, 3.258], [-0.731, -1.119, 2.365], [-2.387, 2.331, -3.554], [-2.699, 2.573, -2.093], [-1.623, 2.191, -1.235], [-3.220, 2.655, -4.185], [-2.203, 1.270, -3.743], [-1.496, 2.889, -3.854], [-3.550, 1.972, -1.778], [-2.959, 3.619, -1.924], [-0.900, 2.831, -1.270]],
  "forces_ev_per_angstrom": [[0.6, 0.1, 0.6], [0.1, 0.1, 0.0], [-0.1, -0.2, 0.0], [0.0, 0.1, 0.0], [0.1, 0.0, 0.0], [-0.1, 0.0, 0.0], [0.0, 0.1, 0.0], [-0.1, 0.1, 0.1], [0.1, -0.3, -0.2], [0.5, -0.1, 0.1], [0.1, -0.2, -0.2], [0.0, 1.0, 0.1], [0.0, 0.0, 0.0], [0.1, 0.0, 0.0], [0.0, 0.0, 0.0], [-0.1, -0.1, 0.0], [0.1, 0.0, 0.0], [0.0, 0.0, 0.0], [0.0, 0.0, 0.0], [0.0, 0.0, 0.0], [0.0, -0.1, 0.0], [0.1, 0.5, -0.1], [-1.1, -0.4, 0.6], [-0.1, -0.4, -0.3], [0.0, -0.5, -0.2], [0.1, 0.1, 0.0], [0.0, -0.1, 0.1], [-0.1, 0.0, 0.0], [0.1, 0.1, 0.1], [0.0, 0.1, 0.0], [0.2, -0.1, -0.3], [0.0, 0.0, 0.0], [0.0, 0.0, 0.0], [0.0, 0.0, 0.0], [0.0, -0.1, 0.1], [0.0, 0.1, 0.2], [-0.4, 0.1, -1.0], [0.0, 0.0, 0.0], [0.0, 0.0, 0.0], [0.0, 0.0, 0.0], [0.0, 0.0, 0.0], [0.0, 0.0, 0.1], [0.0, 0.1, 0.0], [0.0, 0.0, 0.0], [0.0, 0.2, 0.1], [0.0, 0.0, 0.0], [0.1, 0.0, 0.0], [0.0, 0.0, 0.0], [0.0, 0.0, 0.0], [0.0, 0.0, 0.0], [0.0, 0.0, 0.0], [0.0, 0.0, 0.0], [-0.1, 0.0, 0.0], [0.0, 0.0, 0.0], [0.0, 0.0, 0.0], [0.0, 0.2, 0.0], [0.0, -0.3, 0.3], [0.0, -0.1, -0.1], [0.2, -0.1, 0.1], [-0.1, -0.1, -0.2], [0.0, 0.0, 0.0], [0.0, 0.1, 0.0], [0.0, 0.0, 0.0], [-0.1, 0.0, 0.0], [0.0, 0.1, 0.0], [0.0, 0.1, 0.1]],
  "homo_energy_ev": [-6.40, -6.49],
  "fmax_ev_per_a": 1.30,
  "de_lowest_kj_mol": 195.8,
  "homo_lumo_gap_ev": [6.12, 6.06],
  "energy_ha": -2419.49047,
  "total_charge": 0,
  "mol_weight_g_mol": 634.01
}

---

[3]
{
  "formula": "C29H29GeN2O4STi",
  "method": "wB97M-V/def2-TZVPD",
  "species": ["Ti", "C", "O", "C", "C", "C", "C", "C", "C", "N", "N", "C", "O", "C", "C", "C", "C", "C", "C", "C", "O", "H", "H", "H", "H", "H", "H", "H", "H", "H", "H", "H", "H", "C", "S", "C", "O", "H", "H", "H", "H", "H", "H", "Ge", "C", "C", "C", "C", "C", "C", "C", "C", "C", "C", "C", "C", "H", "H", "H", "H", "H", "H", "H", "H", "H", "H", "H"],
  "positions_angstrom": [[1.438, -0.389, 0.348], [0.944, -4.414, 1.849], [0.763, -4.134, 3.253], [0.551, -2.942, 3.750], [0.160, -2.912, 5.097], [-0.147, -1.730, 5.701], [-0.089, -0.514, 4.977], [0.312, -0.482, 3.665], [0.292, 0.778, 2.947], [0.534, 0.932, 1.685], [0.308, 2.224, 1.222], [0.715, 2.331, -0.015], [1.308, 1.341, -0.620], [0.512, 3.596, -0.736], [0.573, 3.604, -2.127], [0.367, 4.786, -2.819], [0.108, 5.961, -2.127], [0.042, 5.955, -0.739], [0.236, 4.773, -0.043], [0.712, -1.691, 3.011], [1.211, -1.700, 1.840], [0.883, -5.494, 1.777], [1.914, -4.068, 1.509], [0.151, -3.953, 1.264], [0.091, -3.856, 5.621], [-0.462, -1.716, 6.736], [-0.374, 0.408, 5.469], [-0.026, 1.663, 3.495], [0.746, 2.676, -2.658], [0.398, 4.789, -3.901], [-0.047, 6.884, -2.670], [-0.163, 6.871, -0.201], [0.180, 4.749, 1.037], [2.845, -0.699, -3.001], [4.060, -0.567, -1.694], [4.311, 1.202, -1.753], [3.262, -0.804, -0.406], [3.334, -0.474, -3.950], [2.025, -0.004, -2.808], [2.487, -1.727, -3.005], [4.790, 1.445, -2.702], [4.980, 1.460, -0.934], [3.349, 1.701, -1.648], [-0.455, -1.498, -1.107], [-1.225, -0.182, -2.339], [-0.926, -0.197, -3.700], [-1.364, 0.825, -4.535], [-2.106, 1.877, -4.016], [-2.411, 1.904, -2.661], [-1.968, 0.884, -1.830], [-1.769, -2.292, 0.132], [-2.173, -1.587, 1.269], [-2.985, -2.175, 2.231], [-3.403, -3.490, 2.075], [-3.021, -4.202, 0.946], [-2.214, -3.606, -0.017], [0.054, -2.687, -1.980], [-0.366, -1.026, -4.122], [-1.136, 0.792, -5.593], [-2.450, 2.673, -4.665], [-2.990, 2.722, -2.251], [-2.206, 0.922, -0.772], [-1.855, -0.557, 1.403], [-3.299, -1.605, 3.097], [-4.034, -3.954, 2.822], [-3.355, -5.223, 0.810], [-1.925, -4.175, -0.893]],
  "forces_ev_per_angstrom": [[0.1, -0.3, -0.3], [0.0, -0.1, -0.3], [0.0, 0.2, 0.0], [0.0, -0.1, -0.3], [-0.1, 0.0, 0.3], [0.0, 0.0, 0.0], [0.0, 0.0, 0.0], [0.0, 0.2, -0.2], [-0.1, 0.2, -0.2], [-0.3, 0.3, 0.6], [-0.1, 0.0, 0.0], [0.0, -0.3, 0.3], [0.3, -0.1, 0.0], [0.0, 0.1, -0.1], [0.0, 0.0, 0.0], [0.0, 0.0, 0.0], [0.0, 0.0, 0.0], [0.0, -0.1, 0.0], [0.0, 0.0, 0.0], [-0.1, -0.2, 0.0], [0.1, 0.1, 0.1], [0.0, 0.0, 0.1], [0.0, 0.0, 0.1], [0.0, 0.0, 0.1], [0.0, 0.0, 0.0], [0.0, 0.0, 0.0], [0.0, 0.0, 0.0], [0.0, 0.0, 0.0], [0.0, 0.0, 0.0], [0.0, 0.0, 0.0], [0.0, 0.0, 0.0], [0.0, 0.0, 0.0], [0.0, 0.0, 0.0], [0.0, -0.1, 0.0], [0.0, 0.2, -0.4], [0.1, 0.0, 0.1], [-0.3, 0.0, 0.1], [0.0, 0.0, 0.0], [0.0, 0.0, 0.0], [0.0, 0.0, 0.0], [0.0, 0.0, 0.0], [0.0, 0.0, 0.0], [0.0, 0.0, 0.0], [0.2, -0.1, 0.1], [0.1, 0.0, 0.1], [0.0, 0.0, 0.0], [0.0, 0.0, 0.0], [0.0, 0.0, 0.0], [0.0, 0.0, 0.1], [0.0, 0.0, -0.1], [0.1, 0.0, -0.1], [0.0, -0.1, 0.0], [0.0, 0.0, 0.0], [0.0, 0.0, 0.0], [0.0, 0.0, 0.0], [0.0, 0.0, 0.0], [-0.1, 0.1, 0.0], [0.0, 0.0, 0.0], [0.0, 0.0, 0.0], [0.0, 0.0, 0.0], [0.0, 0.0, 0.0], [0.0, 0.0, 0.0], [0.0, 0.0, 0.0], [0.0, 0.0, 0.0], [0.0, 0.0, 0.0], [0.0, 0.0, 0.0], [0.0, 0.0, 0.0]],
  "spin_multiplicity": 3,
  "homo_energy_ev": [-10.26, -10.22],
  "s2": 2.0339,
  "fmax_ev_per_a": 0.71,
  "de_lowest_kj_mol": 35.4,
  "homo_lumo_gap_ev": [6.96, 4.49],
  "energy_ha": -4857.32311,
  "total_charge": 1,
  "mol_weight_g_mol": 622.11
}

---

[4]
{
  "formula": "C29H29IrN7S2SbSe4",
  "method": "wB97M-V/def2-TZVPD",
  "species": ["Ir", "N", "C", "S", "N", "N", "C", "C", "C", "C", "C", "C", "C", "C", "C", "C", "C", "C", "N", "H", "H", "H", "H", "H", "H", "H", "H", "H", "H", "H", "Se", "Sb", "Se", "Se", "Se", "S", "C", "N", "C", "C", "C", "N", "H", "H", "H", "H", "H", "H", "H", "H", "C", "C", "C", "C", "C", "C", "N", "C", "C", "C", "C", "C", "C", "H", "H", "H", "H", "H", "H", "H", "H", "H", "H"],
  "positions_angstrom": [[2.438, -0.166, 1.959], [-0.033, 0.649, 5.620], [0.621, 0.222, 4.380], [1.882, 1.232, 3.704], [0.158, -0.810, 3.793], [0.819, -1.192, 2.664], [0.437, -2.198, 1.887], [-0.673, -3.116, 2.295], [-2.000, -2.868, 1.976], [-2.933, -3.877, 2.059], [-2.599, -5.141, 2.537], [-1.234, -5.412, 2.772], [-0.314, -4.447, 2.601], [1.016, -2.221, 0.537], [0.906, -3.210, -0.461], [1.292, -2.946, -1.734], [2.084, -1.822, -2.005], [2.436, -1.058, -0.864], [1.969, -1.247, 0.333], [0.425, 1.462, 6.137], [-0.433, -0.170, 6.128], [-2.299, -1.902, 1.624], [-4.026, -3.652, 1.828], [-3.370, -5.978, 2.655], [-0.968, -6.385, 3.043], [0.736, -4.818, 2.706], [0.367, -4.114, -0.200], [1.137, -3.665, -2.511], [2.510, -1.504, -2.934], [2.889, -0.123, -0.915], [4.098, -2.106, 2.628], [6.305, 0.658, 1.176], [5.989, -1.955, 1.370], [3.884, 1.514, 1.240], [5.861, 1.044, -1.206], [1.140, 4.703, -5.630], [1.145, 4.016, -4.083], [0.742, 2.760, -3.812], [1.401, 1.933, -2.809], [2.490, 2.744, -2.138], [1.956, 4.123, -1.805], [1.560, 4.766, -3.012], [0.447, 2.271, -4.619], [1.815, 1.021, -3.245], [0.631, 1.604, -2.118], [3.311, 2.735, -2.884], [2.833, 2.215, -1.290], [2.722, 4.700, -1.283], [1.075, 3.985, -1.187], [2.103, 5.573, -3.319], [-3.750, -1.445, -3.256], [-2.895, -1.602, -2.197], [-2.329, -0.486, -1.574], [-2.725, 0.796, -1.895], [-3.547, 0.997, -3.035], [-4.026, -0.118, -3.754], [-2.308, 1.926, -1.226], [-1.911, 1.964, 0.053], [-2.326, 1.112, 1.075], [-1.938, 1.400, 2.372], [-1.246, 2.610, 2.734], [-0.801, 3.420, 1.721], [-1.158, 3.132, 0.367], [-4.152, -2.321, -3.788], [-2.524, -2.598, -1.951], [-1.465, -0.599, -0.862], [-3.687, 2.055, -3.278], [-4.635, -0.064, -4.649], [-2.876, 0.252, 0.830], [-2.190, 0.770, 3.243], [-0.962, 2.890, 3.751], [-0.301, 4.257, 2.126], [-0.994, 3.825, -0.394]],
  "forces_ev_per_angstrom": [[-1.2, -0.1, 1.9], [1.1, 0.0, -0.9], [-0.7, 1.0, 1.5], [0.3, 0.3, 0.8], [-0.7, -1.3, 0.3], [1.3, 0.5, -0.2], [-0.8, 0.0, -1.3], [1.0, -1.1, -1.4], [0.5, 0.0, 0.2], [-2.5, -0.5, 0.5], [-0.2, -0.9, -0.2], [-2.9, 0.1, -0.3], [2.0, 0.8, 0.3], [0.4, -0.7, 2.6], [-1.6, -0.2, 0.8], [1.2, -0.1, -0.7], [0.3, 1.1, 2.1], [-1.2, -0.6, -2.4], [-0.7, -0.7, 0.3], [-0.8, -2.2, -1.0], [0.7, 1.4, -0.4], [0.0, 0.5, -0.1], [1.6, -0.3, 0.2], [1.1, 1.4, -0.2], [0.6, -1.4, 0.4], [-0.7, 1.1, -0.1], [-0.1, 0.0, -0.2], [-0.3, -0.4, -0.3], [-0.1, -0.2, -0.5], [1.7, 1.1, -0.7], [-0.6, 0.4, -0.2], [0.0, 0.1, -0.3], [0.0, 0.1, 0.1], [1.2, 0.7, -0.5], [0.1, 0.0, 0.0], [-0.2, -0.3, 0.3], [0.2, 1.0, 0.0], [0.5, 0.3, -0.1], [-0.5, 0.0, 0.7], [0.0, -0.5, -1.4], [0.6, -0.9, 0.6], [0.3, 0.6, -1.7], [-0.4, -0.3, -0.8], [0.0, 0.2, -0.3], [-0.1, -0.1, 0.5], [-0.1, 0.6, 0.6], [0.4, -0.4, 1.0], [-0.3, 0.1, 0.0], [0.0, 0.1, 0.5], [-0.4, -0.3, 0.2], [-0.7, 1.3, -1.3], [1.1, -0.1, 0.2], [1.2, -1.2, 1.0], [-0.4, 0.8, 0.1], [-0.1, -0.8, -0.5], [0.4, -0.6, 1.5], [-0.1, -0.2, -1.6], [0.4, 1.5, -0.1], [1.3, 0.4, 1.5], [-0.1, 0.7, 1.7], [-0.3, -1.9, -0.9], [-1.2, -0.8, -1.4], [-0.1, -0.5, 3.0], [0.2, 0.5, 0.3], [-0.2, 0.2, 0.2], [-1.2, -0.1, -0.6], [-0.3, -0.5, -0.3], [0.0, 0.4, 0.1], [-0.7, -0.9, -0.1], [-0.1, 0.0, -0.8], [-0.4, -0.6, -0.2], [0.8, 1.2, -0.7], [0.4, 0.8, -1.2]],
  "spin_multiplicity": 6,
  "homo_energy_ev": [-3.10, -4.77],
  "s2": 8.8532,
  "fmax_ev_per_a": 3.09,
  "de_lowest_kj_mol": 0.0,
  "homo_lumo_gap_ev": [5.33, 5.16],
  "energy_ha": -12252.51117,
  "total_charge": -1,
  "mol_weight_g_mol": 1169.55
}